1.
Molecular formula: C34H68NO14
Method: DFT, wB97M-V/def2-TZVPD

Geometry as XYZ:
```
117
C34H68NO14 (wB97M-V/def2-TZVPD)
O -1.120 3.615 -3.771
H -2.569 -3.901 -0.659
H 9.649 -2.284 0.725
O 7.976 0.479 0.267
H -1.290 4.810 0.327
H 9.853 5.938 1.397
O -3.545 -2.158 -4.712
H 9.310 -2.998 4.144
C -4.540 1.303 1.759
H -4.350 0.965 -0.602
O 3.748 3.488 0.012
H 10.070 -1.801 3.077
C -3.161 -3.163 -4.114
H -8.426 -9.495 -0.875
H -3.017 2.448 -5.511
H -8.013 -7.053 -0.722
H 4.725 1.746 4.065
H -5.261 2.473 -2.367
C -4.911 0.540 0.351
H -6.412 0.495 2.884
C -2.891 3.522 -5.349
H -4.478 -2.099 4.031
O -3.807 -3.593 -3.010
H 0.579 3.862 -1.081
H -4.444 -5.084 -1.774
C -5.411 3.121 -3.237
H -3.400 -5.651 -3.062
H -6.471 3.382 -3.303
H 8.121 -3.014 1.917
H -5.351 -8.050 -4.595
H -7.194 0.066 0.802
H -4.702 5.061 -3.955
C -4.559 4.369 -3.119
H 0.461 2.322 -0.197
O -1.665 3.013 3.730
H -3.363 1.153 1.891
C -6.520 0.453 -0.096
H 0.758 4.322 3.093
H 6.786 5.812 1.067
H -0.576 5.339 3.703
C 6.747 5.571 3.811
C 9.607 -1.238 0.424
H 5.847 5.356 4.397
C 8.863 6.406 1.404
H 7.504 6.016 4.462
C -4.827 -2.331 2.937
N -4.893 -1.068 2.097
H -5.942 -2.752 2.995
H -4.366 -1.922 -0.007
H -1.872 -4.921 -4.255
H 10.480 -0.711 0.817
H 5.416 1.775 -0.926
H 7.077 -2.447 3.206
O -3.169 4.030 -2.958
C 7.790 5.379 1.100
O -4.285 -8.353 -2.278
O 3.487 2.053 1.715
C 4.918 0.945 3.343
H 7.975 4.951 0.109
C 4.132 2.484 0.610
H 1.039 3.759 0.629
C 7.275 4.280 3.251
H -6.945 1.475 -0.478
H 6.252 2.298 0.561
H -9.636 -8.586 -1.811
C -4.643 -1.064 0.743
C -2.375 -4.701 -1.381
H -0.195 5.355 1.999
H 9.644 -1.235 -0.671
O 7.245 3.253 3.928
O 7.851 4.282 2.031
C 8.360 -0.526 0.865
H -4.848 4.915 -2.214
H -2.186 3.918 -6.088
C -5.257 0.239 2.832
O -1.465 3.077 1.497
H 8.953 -1.264 4.320
C 3.754 0.806 2.383
C -2.326 3.751 -3.975
H 3.893 -0.005 1.662
C 9.146 -2.064 3.599
C -1.915 -3.876 -4.555
H -3.836 4.030 -5.530
O 7.715 -0.956 1.970
H 5.083 0.011 3.889
H 6.449 6.293 3.053
C 5.379 1.771 0.169
C -7.724 -7.599 -1.626
C -8.576 -8.847 -1.744
H -1.780 3.345 -0.499
H -8.308 -9.436 -2.626
H -1.451 -4.438 -1.902
H -7.866 -6.907 -2.462
H -4.808 2.437 1.899
H -1.041 -3.348 -4.163
H 8.849 7.210 0.662
H 2.849 0.562 2.951
H -2.211 -5.635 -0.835
C -0.241 4.707 2.872
C -3.540 -4.840 -2.341
H -6.553 -0.412 -0.912
C -1.103 3.734 0.268
C 0.326 3.406 -0.120
H -4.185 -3.173 2.402
H 8.730 6.848 2.395
C -5.491 -8.217 -2.483
H -7.001 -7.938 -4.037
H -4.820 0.285 3.942
H -1.878 -3.872 -5.650
C 7.982 -2.203 2.638
C -1.195 3.556 2.730
H -6.182 -9.520 -4.018
C -6.056 -8.446 -3.856
O -6.334 -7.938 -1.466
H 5.842 1.208 2.822
H -5.144 2.532 -4.118
H 5.421 0.725 0.469
```

Calculated total energy, Eh: -2444.0620
ΔE to the lowest compared entry with this formula, charge and spin, kcal per mole: 104.7
LUMO, eV: -4.1
2S+1: 1
Charge: +1
HOMO energy, eV: -10.945

***

2.
Molecular formula: C2H5N4O3P
Method: DFT, wB97M-V/def2-TZVPD

Geometry as XYZ:
```
15
C2H5N4O3P (wB97M-V/def2-TZVPD)
N 0.506 0.987 0.616
H 2.860 1.051 -1.559
N 1.285 2.020 1.001
O 0.476 -0.617 -1.075
N 2.242 2.108 0.165
H -2.530 -0.236 -0.172
H -1.262 1.357 1.398
O -0.994 -3.086 -0.723
H -1.349 -2.998 -1.615
N -0.626 0.564 1.296
C 2.152 1.147 -0.764
C 1.020 0.382 -0.495
H -0.367 0.254 2.233
P -1.072 -1.817 0.189
O -2.339 -1.115 -0.498
```

Calculated total energy, Eh: -865.2701
ΔE to the lowest compared entry with this formula, charge and spin, kcal per mole: 0.0
LUMO, eV: -0.3
2S+1: 1
HOMO energy, eV: -7.849

***

3.
Molecular formula: C39H33GeN4ORuS3
Method: DFT, wB97M-V/def2-TZVPD

Geometry as XYZ:
```
82
C39H33GeN4ORuS3 (wB97M-V/def2-TZVPD)
C -4.908 -4.144 -0.455
C 0.271 -8.296 -0.460
S 0.558 4.628 1.129
C 0.950 2.997 -0.845
H 1.127 -8.712 0.066
H -1.838 1.480 2.908
H -0.754 -6.521 -2.261
C 1.020 -4.787 0.720
N -1.843 3.391 1.229
H -1.249 -4.518 -3.245
C -2.996 2.490 -3.718
H -5.363 1.519 5.298
H 1.483 -2.237 0.357
H -3.085 3.034 -4.646
H -0.630 -8.652 0.042
C -3.754 2.068 -1.479
H 4.442 4.200 -1.916
C -5.564 0.664 3.344
C 2.819 2.864 -2.320
H -2.590 2.891 0.766
N -0.284 2.648 -0.339
C 2.854 4.473 -0.516
H 1.058 1.628 -2.498
N 4.400 2.224 2.798
C -2.018 1.518 -3.575
C 0.920 -6.160 0.646
C -4.921 0.318 2.168
H -6.609 0.430 3.467
H -5.461 -0.199 1.387
H 0.908 -3.491 2.417
C -4.712 -3.260 -1.503
C -3.574 0.618 1.991
C -1.933 0.791 -2.399
C 0.487 -4.006 -0.340
H -0.095 -3.201 -2.978
H -3.278 -2.466 1.984
C -3.662 -2.703 1.000
C -3.523 1.570 4.210
C 3.460 3.874 -1.608
C -2.889 1.251 3.022
H -2.963 2.025 5.012
C -0.197 -4.648 -1.403
C -4.867 1.278 4.370
H 2.513 -3.578 1.691
C 0.316 -6.806 -0.432
H -5.145 -3.463 -2.472
C 1.592 4.042 -0.158
H -3.831 -1.410 -2.126
C -0.254 -6.030 -1.437
H -4.628 3.520 -2.783
H 3.340 5.257 0.042
Ge -2.644 -0.040 0.343
C -3.974 -2.104 -1.307
H 1.911 -4.917 2.654
C 1.567 2.413 -1.950
H -1.331 1.323 -4.384
C 3.422 1.651 2.968
C 1.622 -4.156 1.935
H -1.612 -3.224 -2.089
C 2.196 0.980 3.144
H -4.436 2.277 -0.663
H 1.314 -6.768 1.447
H 3.309 2.435 -3.180
Ru -0.275 0.338 -0.054
C 0.687 -2.588 -0.326
C -3.862 2.765 -2.671
O 0.097 -1.738 -1.005
N 1.161 0.947 5.480
C -3.456 -1.812 -0.049
H 0.255 -8.682 -1.476
H -4.562 -4.542 1.620
C -2.813 1.054 -1.345
C -0.823 -3.855 -2.498
H -5.476 -5.049 -0.610
H -2.089 4.073 1.925
C 1.634 0.962 4.436
C -4.386 -3.864 0.798
S 2.106 0.452 0.439
C -0.645 3.452 0.632
C 1.534 0.431 2.074
H -1.216 -0.038 -2.330
S -0.045 -0.305 2.183
```

Calculated total energy, Eh: -5166.3203
ΔE to the lowest compared entry with this formula, charge and spin, kcal per mole: 35.5
LUMO (spin up / spin down), eV: -3.7 / -5.3
2S+1: 5
Expectation value of S²: 6.0224
Charge: +1
HOMO energy (spin up / spin down), eV: -10.948 / -10.999

***

4.
Molecular formula: C5H9B
Method: DFT, wB97M-V/def2-TZVPD

Geometry as XYZ:
```
15
C5H9B (wB97M-V/def2-TZVPD)
C -1.876 -0.781 -0.161
H 0.855 0.382 -2.745
H -1.575 -1.667 0.247
H 0.166 2.070 0.419
C 1.356 -0.614 -0.923
H 1.911 -0.865 -0.089
H -2.874 -0.713 0.200
C -0.061 1.172 1.056
H 2.283 -0.707 -2.699
H 0.038 0.093 2.670
H -2.015 -0.967 -1.190
H 0.746 1.695 2.933
C 0.237 1.067 2.322
B -0.684 0.102 0.163
C 1.494 -0.269 -2.202
```

Calculated total energy, Eh: -220.5622
ΔE to the lowest compared entry with this formula, charge and spin, kcal per mole: 106.6
LUMO, eV: 0.7
2S+1: 1
HOMO energy, eV: -7.331

***

5.
Molecular formula: C5H14NO
Method: DFT, wB97M-V/def2-TZVPD

Geometry as XYZ:
```
21
C5H14NO (wB97M-V/def2-TZVPD)
C 2.587 1.538 -1.760
H -2.900 0.671 1.423
H -0.614 -1.366 -0.914
C -1.201 -0.629 1.098
H 2.729 -0.054 0.234
H 1.113 -0.493 0.365
H 2.108 -0.936 -0.936
O 3.738 0.988 -1.488
H -0.744 -1.463 1.642
H -2.259 -1.714 -0.420
N 1.851 -0.202 -0.273
C -2.475 -0.251 1.831
H 2.438 2.458 -2.315
H -0.504 0.214 1.162
H 0.599 0.662 -1.715
C -1.466 -0.962 -0.374
C 1.400 0.975 -1.037
H -3.221 -1.036 1.770
H 0.950 1.678 -0.310
H -1.862 -0.071 -0.857
H -2.268 -0.008 2.873
```

Calculated total energy, Eh: -328.7695
ΔE to the lowest compared entry with this formula, charge and spin, kcal per mole: 42.4
LUMO (spin up / spin down), eV: 0.4 / 0.3
2S+1: 2
Expectation value of S²: 0.7540
HOMO energy (spin up / spin down), eV: -4.234 / -7.784

***

6.
Molecular formula: C12H26Br10N2O4
Method: DFT, wB97M-V/def2-TZVPD

Geometry as XYZ:
```
54
C12H26Br10N2O4 (wB97M-V/def2-TZVPD)
H -11.163 -3.426 -11.486
Br -12.633 2.212 -6.912
H -7.260 -1.198 -7.703
C -16.985 2.629 -10.676
C -8.232 -1.635 -7.930
O -18.731 4.019 -9.950
C -19.842 -1.079 -8.497
H -15.076 -1.530 -7.924
C -9.435 -2.384 -12.103
H -18.087 -1.799 -7.297
H -16.800 2.455 -11.737
H -10.750 2.037 -4.517
Br -13.592 -5.196 -12.895
O -14.717 0.491 -10.329
H -16.682 -5.409 -12.339
H -17.603 1.827 -10.271
H -14.528 0.188 -7.944
H -16.068 2.720 -10.093
H -11.627 0.490 -4.632
H -15.588 -4.915 -14.464
Br -8.023 -3.519 -8.595
Br -11.713 1.696 -2.258
H -13.513 -1.157 -8.612
C -18.454 -1.665 -8.315
H -9.149 -0.680 -6.196
H -8.686 -1.012 -8.700
H -16.088 -3.958 -11.515
H -9.225 -1.426 -12.577
N -17.865 3.898 -10.769
H -13.163 3.121 -4.618
C -9.127 -1.647 -6.699
C -16.378 -4.372 -12.481
H -17.836 -1.008 -8.927
C -14.521 -0.767 -8.470
H -20.183 -1.115 -9.532
H -15.064 -3.324 -13.987
C -10.902 -2.420 -11.816
H -13.844 1.535 -4.808
O -17.763 4.639 -11.707
O -15.593 -1.480 -10.438
Br -9.009 -3.796 -13.520
C -12.928 2.108 -4.946
N -14.997 -0.575 -9.863
H -8.797 -2.384 -5.967
Br -18.406 -3.465 -9.199
C -15.312 -4.312 -13.599
Br -11.505 -1.138 -10.509
H -20.538 -1.539 -7.795
Br -19.725 0.816 -8.051
H -11.477 -2.313 -12.735
H -8.867 -2.605 -11.199
Br -11.112 -1.852 -7.025
C -11.650 1.500 -4.221
Br -18.000 -3.424 -13.212
```

Calculated total energy, Eh: -26623.2409
LUMO (spin up / spin down), eV: 2.0 / 2.0
2S+1: 2
Expectation value of S²: 0.7534
Charge: -1
HOMO energy (spin up / spin down), eV: -0.887 / -5.090

***

7.
Molecular formula: C9H19NO6S
Method: DFT, wB97M-V/def2-TZVPD

Geometry as XYZ:
```
36
C9H19NO6S (wB97M-V/def2-TZVPD)
H 3.515 1.363 -1.827
H -1.213 -2.372 3.658
H 2.793 2.554 -3.266
C -2.566 -1.235 -0.323
H -0.619 -0.434 -0.916
C 2.656 0.898 -1.340
H -2.461 -2.963 0.991
H 3.042 0.091 -0.720
C -1.530 -1.382 3.332
H -1.804 0.798 -0.527
H 1.044 1.361 -0.008
S 0.219 0.346 3.847
C 1.527 0.772 -3.504
H 2.119 2.275 -4.872
H -1.318 -0.082 1.624
H 2.508 2.310 0.280
C 1.920 2.201 -3.807
O 0.463 -0.523 2.543
N -0.586 -1.954 1.048
H -2.608 -1.279 3.261
C -0.828 -0.964 2.039
H 1.074 2.845 -3.568
C -1.800 -2.387 0.333
C -1.673 -0.178 -0.998
H -3.262 -0.788 0.390
O 0.914 0.105 -4.290
O 1.316 0.163 4.725
H 1.458 2.689 -1.090
C 1.873 1.877 -0.493
O 1.821 0.242 -2.301
H -1.927 -0.050 -2.046
O -0.166 1.671 3.500
H -1.478 -3.074 -0.450
H -3.193 -1.691 -1.090
O -1.058 -0.452 4.337
H -0.174 -2.750 1.525
```

Calculated total energy, Eh: -1258.6847
ΔE to the lowest compared entry with this formula, charge and spin, kcal per mole: 0.0
LUMO, eV: 0.6
2S+1: 1
HOMO energy, eV: -10.076
Structure (SMILES): CCCN[C@H]1COS(=O)(=O)O1.CCOC(C)=O

***

8.
Molecular formula: C6H12N2
Method: DFT, wB97M-V/def2-TZVPD

Geometry as XYZ:
```
20
C6H12N2 (wB97M-V/def2-TZVPD)
H 3.972 -1.097 0.344
H -2.672 -1.139 1.009
C -1.670 -0.724 0.998
H -1.587 2.214 -2.457
H -0.982 -1.485 0.619
H -2.064 3.592 -0.347
H 2.602 -1.980 1.209
H -1.268 -0.620 2.010
C 2.905 -1.266 0.441
H -1.736 2.206 1.733
C -1.638 0.545 0.238
C -1.672 1.792 0.742
H 2.641 -2.422 -1.459
C 2.163 -1.629 -0.880
H 1.182 -1.928 -0.541
N -1.670 2.657 -0.336
C -1.670 1.842 -1.449
N -1.631 0.565 -1.150
H 2.450 -0.342 0.809
H 2.345 -0.780 -1.534
```

Calculated total energy, Eh: -345.3093
ΔE to the lowest compared entry with this formula, charge and spin, kcal per mole: 11.6
LUMO, eV: 0.9
2S+1: 1
HOMO energy, eV: -8.714
Structure (SMILES): Cc1c[nH]cn1.CC